Model w:
C2H7NS | ωB97M-V with the def2-TZVPD basis set

```
11
C2H7NS ωB97M-V with the def2-TZVPD basis set
S 2.4995 -1.2990 0.6916
N -1.2569 0.5447 -0.8530
C -1.3638 -0.7064 -0.9031
C -0.4734 1.1155 0.2440
H -0.8342 2.1263 0.3688
H 2.2310 -0.4448 -0.3173
H -0.8593 -1.4350 -0.2528
H -2.0212 -1.1695 -1.6380
H 2.0601 -0.4123 1.6234
H -0.5483 0.4890 1.1333
H 0.5664 1.1915 -0.0969
```

---

Model x:
C2H7NS | ωB97M-V with the def2-TZVPD basis set

```
11
C2H7NS ωB97M-V with the def2-TZVPD basis set
S 2.1333 -1.1088 1.3885
N -1.9996 0.5839 -1.0646
C -1.1529 -0.2492 -1.4834
C -1.5543 1.8534 -0.5147
H -2.1954 2.6734 -0.8377
H 1.3753 -1.8717 0.5914
H 1.1368 -0.2539 1.6381
H -0.2335 0.0115 -2.0286
H -1.5739 1.8077 0.5683
H -0.5507 2.0783 -0.9061
H -1.3237 -1.3077 -1.2745
```

---

Model y:
C2H7NS | ωB97M-V with the def2-TZVPD basis set

```
11
C2H7NS ωB97M-V with the def2-TZVPD basis set
S -0.1496 0.5594 0.8237
N -0.5550 1.5869 2.1551
C 0.8434 -0.7993 -1.7125
C -0.1491 -1.3598 -1.0457
H 0.2353 1.6553 2.7917
H -1.1766 -1.1317 -1.2768
H 0.6630 -0.0673 -2.4823
H 1.8763 -1.0239 -1.5096
H 0.0143 -2.1046 -0.2876
H -1.3368 1.1752 2.6564
H -0.2652 1.5095 -0.1123
```

---

Model z:
C2H7NS | ωB97M-V with the def2-TZVPD basis set

```
11
C2H7NS ωB97M-V with the def2-TZVPD basis set
S 0.9638 -0.3661 -2.1816
N -1.2376 0.6147 0.4209
C -0.1341 -0.4645 0.6771
C 0.9148 -0.1647 -0.2676
H -2.0210 0.4425 1.4319
H -0.6463 1.7979 0.0499
H -0.4820 -0.2610 -2.1208
H 0.1906 -0.4510 1.6487
H 1.8368 -0.6639 0.3059
H -0.6300 -1.3051 0.2947
H 1.2451 0.8211 -0.2589
```

---

The data favor model w; the next most stable structure lies 0.384 eV above it.

---

Model w:
C2H7NS | ωB97M-V with the def2-TZVPD basis set

```
11
C2H7NS ωB97M-V with the def2-TZVPD basis set
S 0.4884 0.3011 -1.4286
N -1.5659 0.0335 0.2646
C -0.6372 -0.8266 -0.5229
C 1.3311 0.7276 0.1130
H -1.2418 1.0318 0.4875
H -0.0728 -1.5614 0.1442
H 2.3923 0.6237 -0.2269
H -1.1247 -1.3038 -1.3265
H 1.1368 -0.1350 0.7625
H -1.9374 -0.5597 1.0351
H 1.2311 1.6689 0.6979
```

---

Model x:
C2H7NS | ωB97M-V with the def2-TZVPD basis set

```
11
C2H7NS ωB97M-V with the def2-TZVPD basis set
S 0.6239 -1.2671 0.1613
N -0.1321 1.3368 -1.1290
C -0.9665 0.8693 -0.0813
C -0.1226 0.0705 1.0434
H -0.8616 1.8641 -1.5597
H 0.8810 -0.5740 -0.9299
H 0.5812 0.6869 1.6035
H -1.5037 0.1131 -0.5760
H -0.7807 -0.2614 1.7394
H -1.7518 1.6296 0.1952
H 0.9125 1.8188 -0.9232
```

---

Model y:
C2H7NS | ωB97M-V with the def2-TZVPD basis set

```
11
C2H7NS ωB97M-V with the def2-TZVPD basis set
S -0.9305 0.1158 1.7164
N 0.5266 0.5306 -1.2118
C -0.5278 -0.1480 -1.3124
C 1.7411 -0.2787 -1.2027
H -1.5118 0.2440 -1.0658
H 1.9154 -0.6968 -0.2122
H -0.5371 -0.5026 2.8355
H -0.1994 -0.8356 1.1335
H 1.7444 -1.1412 -1.8852
H 2.5926 0.3148 -1.5314
H -0.5970 -1.1908 -1.6520
```

---

The data favor model w; the next most stable structure lies 0.392 eV above it.

---

Model w:
C3H26O10 | ωB97M-V with the def2-TZVPD basis set

```
39
C3H26O10 ωB97M-V with the def2-TZVPD basis set
O -3.0577 1.1946 1.2335
O 2.5441 1.3450 -1.5483
O 1.7983 1.9636 1.2163
O -0.4453 1.3824 2.6672
O 1.4285 3.5490 -0.7247
O -1.8605 -2.1167 2.2418
O -2.3384 0.1324 -1.5265
O 2.2943 -0.5318 -3.1506
O -3.7910 -1.5359 0.4206
O -0.4220 -0.3066 -3.4083
C 1.3195 -2.4004 0.6481
C 1.2923 -1.2536 -0.3275
C 1.0377 -2.2262 1.9438
H -2.0585 1.5292 1.5330
H 0.3788 -1.3663 2.3329
H 1.6360 2.8349 0.7809
H -2.5320 -0.6588 -0.9840
H -0.9213 -0.7909 -4.0538
H 2.4191 0.9260 -0.6052
H 0.5192 3.7366 -0.5772
H -0.9809 -0.1460 -2.6696
H -0.0194 1.5520 3.5735
H 0.9882 -0.2918 0.0355
H 0.3014 1.7867 2.1254
H 2.6487 2.1222 1.6221
H 1.0854 -2.9486 2.6619
H 1.6176 3.0669 -1.5132
H 1.8406 -3.3566 0.3556
H -3.2129 -1.9698 1.0481
H -3.4755 2.0665 1.2047
H 2.4270 -1.0687 -0.6311
H -1.3203 -2.4845 1.5975
H 2.4367 -1.4649 -2.9307
H -3.6991 -0.6129 0.6315
H -1.6512 -1.2334 2.6197
H 2.4459 0.5203 -2.1797
H -2.7182 0.8566 -0.9028
H 0.7117 -1.3658 -1.3653
H 1.3332 -0.4350 -3.3952
```

---

Model x:
C3H26O10 | ωB97M-V with the def2-TZVPD basis set

```
39
C3H26O10 ωB97M-V with the def2-TZVPD basis set
O -8.0955 8.6336 14.6060
O -8.2214 12.1868 15.4288
O -6.3425 10.8179 13.0606
O -6.8443 8.3520 12.9624
O -2.6392 9.8846 12.9321
O -8.4933 10.7727 13.9071
O -4.1103 10.8303 14.1875
O -5.2470 11.8072 11.5721
O -5.8284 11.9252 14.8801
O -8.0219 10.1024 11.0771
C -3.3841 8.7715 12.4177
C -4.9405 9.1552 12.4404
C -3.0117 7.5570 13.2955
H -6.7712 7.9290 12.1069
H -2.9884 8.7103 11.4039
H -5.1292 12.7191 11.8382
H -5.0249 10.0942 11.8933
H -8.2050 10.7123 11.7918
H -4.4884 10.2902 14.8814
H -1.9450 7.3672 13.4151
H -5.7079 12.7238 14.3663
H -5.0492 11.4009 14.6950
H -3.4326 7.5839 14.3006
H -2.2909 10.3028 12.1413
H -5.7744 11.4196 12.2706
H -8.1023 12.0816 16.3727
H -7.4812 8.3929 13.9126
H -7.3913 11.8992 15.0487
H -5.9583 10.7561 13.9352
H -8.4740 9.4629 14.3142
H -3.4280 10.2814 13.8009
H -8.4002 11.3684 14.6506
H -5.4327 8.3235 11.9363
H -8.0214 10.6478 10.2904
H -9.1742 11.1705 13.3646
H -3.4625 6.7559 12.7096
H -6.5369 9.2465 12.8149
H -5.3543 9.2633 13.4430
H -7.2873 10.7846 13.2106
```

---

The data favor model w; the next most stable structure lies 12.225 eV above it.

---

Model w:
C9H6F3NO2 | ωB97M-V with the def2-TZVPD basis set

```
21
C9H6F3NO2 ωB97M-V with the def2-TZVPD basis set
F -0.4206 1.3462 -1.8859
F 0.8528 2.6030 -0.7009
F -1.0563 3.3298 -1.3552
O -0.9550 2.9537 2.4511
O 0.1376 -0.1295 1.9069
N 2.7781 -1.9351 0.7033
C -0.9919 2.3610 1.4656
C 1.6504 -1.4113 0.8896
C -1.0710 1.6883 0.3487
C -0.4107 -0.5382 0.6484
C -0.4276 2.2381 -0.8872
C 0.4461 -1.3398 0.0131
C 0.3330 -2.0136 -1.3004
C -1.6109 0.2626 0.3072
C 1.3142 -0.5666 2.1025
H -1.9988 0.0295 -0.6829
H 1.2630 -1.8922 -1.8562
H -0.4831 -1.5968 -1.8842
H 2.8907 -2.4482 -0.1714
H -2.3970 0.1400 1.0532
H 0.1569 -3.0809 -1.1654
```

---

Model x:
C9H6F3NO2 | ωB97M-V with the def2-TZVPD basis set

```
21
C9H6F3NO2 ωB97M-V with the def2-TZVPD basis set
F -4.4688 -2.0895 0.4184
F -4.1643 -0.3292 1.6742
F -4.6842 -0.1497 -0.4040
O -2.4743 -2.5864 -1.5135
O -1.0943 -0.6377 2.5160
N -0.5055 -2.0674 -0.4491
C -0.1008 -1.5478 0.7074
C -1.9017 -1.9038 -0.7206
C -3.9614 -0.8914 0.4588
C -1.0737 -1.8146 1.8879
C 1.8708 0.2682 0.2511
C -0.6848 -0.0228 1.4043
C 0.6387 -0.3988 0.9008
C -2.4775 -0.7658 0.0290
C -1.8285 0.4632 0.4738
H 2.5989 -0.4981 0.3522
H 1.6227 0.5742 -0.7651
H 1.9996 0.9983 0.9988
H -1.2491 1.0161 -0.3120
H 0.0356 -2.0219 -1.1982
H -2.5465 1.1259 1.1203
```

---

The data favor model w; the next most stable structure lies 3.779 eV above it.